# 1
DFT (ωB97M-V with the def2-TZVPD basis set) results for 18 unconnected molecules or ions with the total composition C39H91F5I2N3O23S in a non-equilibrium geometry.

Structure (XYZ):
```
164
Properties=species:S:1:pos:R:3:forces:R:3
C 6.49838 1.82417 -0.95265 0.14 -0.05 0.85
C 6.30630 0.41063 -0.38237 0.33 -0.28 -1.31
I 7.92175 -0.74601 -1.34730 0.79 0.68 0.14
C 4.90513 -0.18066 -0.74840 0.64 0.15 0.90
I 5.14373 -2.30021 -0.97686 -1.13 -0.71 -0.10
C 3.80193 0.24297 0.28619 -0.01 -1.55 1.20
N 4.38684 1.26579 1.16575 -0.45 0.79 -1.03
C 4.40110 2.47108 1.02043 -0.32 0.94 0.35
O 4.50836 3.63989 1.00776 0.13 -1.03 0.04
C 3.45568 -0.85618 1.36766 -0.24 0.30 0.31
O 4.24363 -1.56749 1.92022 0.37 -0.27 -0.17
N 2.10684 -0.79237 1.67944 -0.10 -0.20 -0.47
C 1.51731 0.40808 1.07405 0.63 -0.01 0.69
C 1.86735 1.60630 2.15617 -0.22 0.68 -0.98
O 1.83436 2.75709 1.69732 -0.08 0.43 -0.47
O 2.07192 1.21774 3.27732 0.29 -0.72 1.43
C -0.02152 0.49365 1.02669 -0.32 -0.47 0.27
F -0.39451 1.22384 -0.04145 0.07 0.26 -0.14
F -0.48430 1.22716 2.10102 0.04 0.08 0.36
C -0.84508 -0.77575 1.11970 -0.06 -0.27 -0.38
C -1.87443 -0.96853 0.21592 -0.14 0.10 -0.24
C -2.70563 -2.06844 0.30628 -0.10 -0.21 0.03
C -2.52198 -2.99720 1.30671 0.19 -0.12 0.24
C -1.50188 -2.80556 2.23090 0.00 0.18 -0.36
C -1.31820 -3.81437 3.30665 -0.32 0.30 0.20
F -0.84417 -5.00020 2.85848 0.08 -0.11 0.09
F -2.49708 -4.10937 3.91333 -0.13 -0.20 0.04
F -0.49712 -3.41854 4.28523 0.25 0.02 0.06
C -0.67248 -1.69834 2.14273 0.18 0.07 0.25
C 2.34250 0.52706 -0.23635 0.13 1.26 -1.17
C 2.32724 1.85965 -1.03556 0.29 -0.09 -0.04
C 1.34727 2.20447 -2.18326 0.30 1.12 0.54
C 0.59160 3.51814 -1.85980 -0.91 -0.56 -1.31
C -0.68068 3.51244 -2.73651 -0.15 -0.50 0.34
N -1.80752 2.86757 -2.03194 -0.02 0.32 -0.28
S 1.75752 -0.80644 -1.37802 -1.30 -1.53 0.01
C 2.59168 -0.67180 -2.93588 0.23 0.42 -0.55
O 0.35291 -0.61303 -1.66395 0.14 0.72 -0.18
O 1.98363 -2.12702 -0.83182 0.71 0.23 0.23
H 6.32024 2.56321 -0.17729 -0.18 0.18 -0.12
H 5.84042 1.99966 -1.79794 -0.02 0.10 -0.15
H 7.52832 1.97071 -1.24667 0.07 0.10 -0.23
H 6.54834 0.33728 0.66540 -0.09 -0.11 0.16
H 4.67158 0.25320 -1.71184 -0.16 -0.33 -0.25
H 1.68038 -1.69550 1.51989 -0.19 0.03 0.10
H -2.04985 -0.25267 -0.56835 0.06 0.11 -0.08
H -3.49945 -2.21506 -0.40881 -0.10 0.11 -0.10
H -3.17553 -3.84899 1.39380 -0.07 -0.12 -0.10
H 0.09355 -1.54625 2.88766 0.06 0.10 0.10
H 2.23090 2.63289 -0.28012 -0.18 0.00 0.21
H 3.34689 1.98978 -1.41112 0.09 -0.11 -0.20
H 1.93147 2.44504 -3.07153 0.09 -0.30 -0.19
H 0.62211 1.46429 -2.48890 0.10 -0.38 0.33
H 0.31043 3.57727 -0.81361 0.05 0.12 0.16
H 1.16607 4.38255 -2.18006 0.32 0.11 0.39
H -0.99804 4.50501 -3.03504 0.05 0.20 0.16
H -0.46926 2.92863 -3.63697 0.22 0.35 -0.18
H -1.66310 1.86402 -2.00842 0.11 -0.09 0.21
H -2.64724 2.98193 -2.58823 0.35 0.12 0.04
H 3.25150 -1.51072 -3.10300 0.18 -0.08 0.27
H 1.83166 -0.69897 -3.70800 -0.27 -0.05 0.14
H 3.10339 0.27589 -3.06229 0.10 0.09 0.15
C 1.25120 -4.79328 6.89155 0.01 0.19 -0.26
O 2.00016 -3.77911 6.24273 -0.03 -0.15 0.14
H 1.75977 -5.03463 7.82229 0.02 0.00 0.01
H 0.23768 -4.44803 7.11900 -0.02 -0.10 0.06
H 1.19569 -5.69491 6.27256 -0.05 -0.06 0.10
H 1.55243 -3.57045 5.41805 0.08 0.12 -0.04
C -6.60223 -3.76108 3.03132 0.28 -0.04 0.03
O -5.24952 -3.54081 2.67643 0.02 0.15 -0.24
H -7.17265 -3.04266 2.44598 -0.15 -0.03 0.07
H -6.94002 -4.76853 2.77309 -0.02 0.00 0.02
H -6.77373 -3.57970 4.09598 -0.09 0.00 -0.02
H -4.64439 -4.11948 3.14841 -0.17 -0.03 0.19
C -7.90960 0.13836 1.20572 0.40 -0.14 0.08
O -6.51797 0.24224 0.90910 -0.23 0.09 0.08
H -8.43967 0.90018 0.63985 0.05 0.02 -0.04
H -8.28434 -0.84638 0.91544 -0.14 0.04 0.02
H -8.08115 0.30079 2.27287 -0.14 0.00 -0.02
H -6.05798 -0.43699 1.41205 0.14 0.01 -0.06
C -0.19910 7.00980 -0.93596 0.02 0.07 -0.14
O -0.18273 6.58820 -2.29740 -0.05 0.16 0.03
H -0.50348 6.16149 -0.32774 0.00 -0.06 -0.06
H 0.79149 7.33917 -0.61467 -0.01 0.00 0.05
H -0.91103 7.82826 -0.79206 0.00 -0.02 0.09
H 0.08219 7.33754 -2.83672 0.05 0.02 0.01
C -3.79416 3.17736 2.70265 0.29 0.01 0.12
O -2.57464 3.63841 2.13403 -0.27 0.11 -0.01
H -4.60312 3.71767 2.21685 -0.04 -0.04 -0.02
H -3.92788 2.10418 2.53148 -0.07 0.01 -0.01
H -3.81461 3.38330 3.77666 -0.10 -0.05 0.01
H -1.85433 3.16043 2.55765 0.15 0.02 -0.19
C -4.72125 2.11708 -2.05680 -0.15 0.07 0.44
O -4.78742 0.89128 -1.34549 0.04 -0.04 -0.20
H -4.22290 1.93845 -3.00775 -0.12 -0.20 -0.07
H -5.72816 2.50603 -2.25920 0.03 0.07 -0.09
H -4.15264 2.85953 -1.48840 -0.35 -0.11 -0.19
H -5.23609 1.06274 -0.50862 -0.02 -0.19 0.02
C -5.16116 5.89992 -0.64602 0.21 -0.09 0.09
O -4.74678 4.64287 -0.14183 -0.09 0.25 0.08
H -6.17314 5.78322 -1.03041 -0.02 -0.01 -0.01
H -5.16957 6.66341 0.13861 -0.04 0.04 -0.05
H -4.51220 6.23617 -1.46084 -0.04 0.05 -0.02
H -3.85034 4.73337 0.20605 0.08 -0.22 0.02
C -2.62784 3.40706 7.04527 0.13 0.16 -0.07
O -2.55479 4.24361 5.89873 -0.14 -0.06 0.11
H -3.29718 2.58493 6.80431 -0.01 -0.01 -0.02
H -1.64701 2.99856 7.30112 -0.03 -0.06 0.03
H -3.02829 3.94771 7.90867 -0.02 -0.06 0.03
H -1.96175 4.97214 6.09762 0.07 0.00 -0.09
C 2.80878 -3.88016 -6.05074 0.24 -0.01 0.21
O 3.42162 -2.94784 -5.15951 -0.06 -0.05 -0.13
H 2.09430 -3.32543 -6.65638 -0.02 0.02 0.02
H 3.54185 -4.35621 -6.70739 -0.17 0.10 0.13
H 2.27532 -4.65403 -5.49055 -0.09 0.00 -0.08
H 4.05203 -3.43465 -4.62081 0.03 0.07 0.07
C -1.31730 -7.83953 0.77466 0.20 0.32 0.04
O -0.40714 -6.75371 0.64717 -0.09 -0.24 0.01
H -1.35777 -8.35312 -0.18319 0.00 0.01 -0.02
H -0.98268 -8.54368 1.53847 -0.08 -0.12 -0.05
H -2.32027 -7.48228 1.02807 -0.04 -0.12 -0.01
H -0.38189 -6.31131 1.50076 0.10 0.10 -0.26
C 9.45659 -4.26005 -3.39079 0.10 0.02 0.16
O 10.01200 -3.31076 -2.49066 0.00 0.00 -0.14
H 8.73831 -3.73284 -4.01333 -0.02 0.03 0.01
H 10.22683 -4.69899 -4.03222 -0.04 -0.01 -0.04
H 8.93842 -5.05966 -2.85439 -0.04 -0.01 -0.05
H 10.64615 -3.76391 -1.92996 -0.01 0.03 0.07
C 3.48930 8.14196 0.83396 0.10 0.23 -0.09
O 3.43035 9.14496 -0.18336 -0.08 -0.11 0.02
H 2.81554 7.34065 0.54625 0.00 -0.02 -0.01
H 4.49911 7.73654 0.92389 -0.03 -0.08 0.06
H 3.16909 8.54871 1.79620 0.00 -0.10 0.04
H 4.02703 9.85301 0.06908 0.01 0.02 -0.02
C 4.07071 -6.83666 -8.87649 -0.02 0.19 -0.06
O 4.19662 -5.48277 -8.45408 0.07 -0.26 -0.20
H 4.40030 -7.46458 -8.05319 0.01 0.01 0.03
H 3.03262 -7.08238 -9.11486 0.01 -0.06 0.01
H 4.69682 -7.04045 -9.74917 0.00 -0.06 0.01
H 3.90791 -4.91909 -9.17673 0.01 0.06 0.02
C -2.68179 -9.84132 4.56999 0.07 0.18 -0.07
O -2.61727 -9.02571 3.40649 -0.07 -0.14 0.19
H -3.32992 -10.68327 4.34050 -0.01 -0.01 -0.02
H -1.69368 -10.22069 4.84429 -0.03 -0.05 0.03
H -3.10159 -9.29357 5.41814 -0.02 -0.06 0.03
H -2.04520 -8.27873 3.60304 -0.01 0.05 -0.06
C -8.78426 4.05525 -2.31426 0.20 -0.17 0.16
O -8.80181 2.70142 -1.87751 -0.09 0.13 -0.03
H -9.69999 4.25019 -2.86669 -0.05 -0.09 0.01
H -8.73511 4.73355 -1.45810 -0.01 0.12 -0.08
H -7.93126 4.23765 -2.97355 -0.02 0.11 -0.01
H -7.98299 2.55330 -1.39502 0.04 -0.13 -0.01
C 4.68862 2.31586 4.81896 -0.01 0.23 -0.09
O 5.29827 3.42038 4.14052 0.07 -0.18 0.09
H 5.26698 2.12508 5.72209 0.07 0.04 -0.02
H 3.66148 2.55984 5.09006 -0.05 -0.16 0.01
H 4.68136 1.42098 4.19547 -0.06 -0.04 0.03
H 4.76751 3.58880 3.35677 -0.07 0.12 -0.02
C -0.32449 -0.08315 -5.49623 -0.08 0.19 -0.09
O -0.09317 1.28026 -5.15244 0.04 -0.30 -0.13
H 0.00474 -0.69371 -4.66077 -0.05 0.01 0.06
H -1.38867 -0.27188 -5.66205 0.01 -0.07 0.01
H 0.23549 -0.36829 -6.39212 0.01 -0.06 0.03
H -0.40065 1.82325 -5.88292 0.01 0.07 0.03
```
Forces are in eV/Å.

Results
**LUMO energy**: 1.80 eV
**Multiplicity**: 1
**Total charge**: -1

=====

# 2
DFT (ωB97M-V with the def2-TZVPD basis set) results for a single C4H6BrN molecule in a non-equilibrium geometry.

Structure (XYZ):
```
12
Properties=species:S:1:pos:R:3:forces:R:3
C 0.43552 -1.38304 -1.71225 -0.01 0.89 0.81
C -0.68890 -1.01996 -1.10118 0.53 -1.03 0.69
N -0.81919 -0.07532 -0.13316 2.61 2.91 3.97
C -0.05140 0.27514 0.88459 -1.61 -1.56 -3.43
C -0.10898 1.68030 1.40312 -1.03 0.26 -0.60
Br 1.44635 -0.80007 1.62639 -0.70 0.29 -0.40
H 0.35593 -2.19230 -2.33528 -0.24 -1.71 -1.82
H 1.43980 -0.99567 -1.63809 -0.17 0.44 0.53
H -1.64125 -1.48959 -1.31070 0.10 -0.23 -0.28
H 0.81467 2.17759 1.00037 -0.85 -0.28 0.50
H -0.15522 1.80171 2.53473 -0.09 -0.22 -1.62
H -1.02733 2.02122 0.78146 1.47 0.22 1.64
```
Forces are in eV/Å.

Results
**LUMO energy**: 0.30 eV
**SMILES string**: C=C/N=C(/C)Br
**Multiplicity**: 1
**Total charge**: 0
**Energy above the lowest of the compared OMol25 structures with the same formula, charge and spin**: 19.7 kcal per mole